1.
{"formula": "C6H9N2O2", "method": "ωB97M-V/def2-TZVPD", "elements": ["C", "C", "C", "C", "N", "N", "H", "H", "H", "H", "H", "H", "C", "C", "O", "O", "H", "H", "H"], "xyz": [[0.028, -3.221, 2.485], [1.725, -0.759, 0.512], [-0.324, -1.425, 0.684], [0.469, -2.199, 1.493], [0.467, -0.487, 0.071], [1.765, -1.723, 1.403], [0.240, 0.325, -0.567], [2.503, -0.132, 0.105], [-1.397, -1.387, 0.583], [0.830, -3.933, 2.720], [-0.696, -3.867, 1.974], [-0.224, -2.765, 3.450], [-1.755, 2.784, -0.649], [-0.778, 2.302, -1.763], [0.303, 1.799, -1.347], [-1.178, 2.439, -2.929], [-2.048, 1.905, -0.070], [-2.632, 3.150, -1.178], [-1.213, 3.453, 0.016]], "nbo_charge": [-1.315, 0.136, -0.180, -0.007, -0.544, -0.517, 0.469, 0.170, 0.196, 0.190, 0.180, 0.183, -0.766, 0.783, -0.820, -0.767, 0.208, 0.199, 0.202], "e_homo_ev": [3.8, -1.8], "e_lumo_ev": [6.09, 6.01], "spin_multiplicity": 2, "de_lowest_kcal_mol": 6.9, "mol_weight_g_mol": 141.150, "total_charge": -2, "s2": 0.751}

---

2.
{"formula": "C6H9N2O2", "method": "ωB97M-V/def2-TZVPD", "elements": ["C", "C", "C", "C", "C", "C", "N", "N", "O", "O", "H", "H", "H", "H", "H", "H", "H", "H", "H"], "xyz": [[-1.220, 0.073, -1.341], [4.213, -1.130, -0.004], [0.739, 0.491, -0.015], [-1.683, 0.643, 1.036], [-2.959, 0.694, 0.186], [-0.579, -0.064, 0.131], [2.036, -1.375, -0.434], [-2.446, 0.417, -1.142], [1.898, 0.009, -0.128], [3.230, -1.790, -0.522], [5.219, -1.572, -0.281], [4.134, -0.244, 0.614], [0.887, 1.547, -0.125], [-1.218, 1.621, 1.111], [-1.698, -0.027, 1.902], [-3.600, -0.239, 0.393], [-3.435, 1.584, 0.425], [-0.443, -1.149, 0.133], [-3.075, 0.512, -1.939]], "nbo_charge": [0.158, 0.059, 0.527, -0.382, -0.254, -0.480, 0.029, -0.538, -0.284, -0.127, 0.224, 0.209, 0.203, 0.220, 0.259, 0.220, 0.237, 0.284, 0.435], "e_homo_ev": [-12.3, -12.3], "e_lumo_ev": [-5.10, -5.35], "spin_multiplicity": 1, "de_lowest_kcal_mol": 233.6, "mol_weight_g_mol": 141.150, "total_charge": 1}

---

3.
{"formula": "C6H9N2OPS", "method": "ωB97M-V/def2-TZVPD", "elements": ["C", "C", "C", "C", "C", "C", "N", "N", "O", "P", "S", "H", "H", "H", "H", "H", "H", "H", "H", "H"], "xyz": [[-0.615, 2.299, 0.321], [-0.947, 1.030, 0.038], [1.257, 0.940, -0.152], [2.825, -0.312, -0.076], [-2.147, -0.909, 0.895], [-2.283, 0.319, 0.035], [0.171, 0.296, -0.223], [3.863, 0.155, 0.365], [-2.500, -0.022, -1.276], [1.840, -1.759, -0.446], [1.116, 2.607, 0.228], [-1.291, 3.116, 0.343], [-3.113, -1.308, 0.786], [-1.847, -0.762, 1.908], [-1.317, -1.621, 0.442], [-3.036, 1.006, 0.286], [4.598, -0.483, 0.554], [-1.777, -0.530, -1.639], [3.071, -2.627, -0.612], [2.132, -1.435, -1.774]], "nbo_charge": [-0.416, 0.111, -0.010, 0.108, -0.626, 0.075, -0.555, -0.630, -0.703, 0.356, 0.405, 0.230, 0.217, 0.218, 0.219, 0.191, 0.366, 0.475, -0.042, 0.012], "e_homo_ev": -8.9, "e_lumo_ev": 0.78, "spin_multiplicity": 1, "de_lowest_kcal_mol": 42.8, "mol_weight_g_mol": 188.192}

---

4.
{"formula": "C6H9N2Si", "method": "ωB97M-V/def2-TZVPD", "elements": ["C", "C", "C", "C", "C", "C", "N", "N", "Si", "H", "H", "H", "H", "H", "H", "H", "H", "H"], "xyz": [[-2.464, -1.209, -2.246], [-1.071, -1.335, -2.447], [-2.618, -0.284, -1.269], [-0.459, -0.493, -1.495], [0.882, -0.249, -1.154], [2.162, 1.266, 0.375], [-1.445, 0.160, -0.820], [0.947, 0.696, -0.179], [-0.778, 1.236, 0.493], [-3.248, -1.570, -2.846], [-0.467, -1.933, -3.066], [-3.485, 0.220, -0.811], [1.854, -0.693, -1.619], [2.347, 1.992, -0.360], [2.954, 0.626, 0.603], [1.925, 1.816, 1.361], [-4.863, 2.170, 2.748], [-4.459, 1.892, 2.062]], "nbo_charge": [-0.298, -0.063, 0.097, -0.048, 0.225, -0.425, -0.765, -0.726, 1.316, 0.258, 0.243, 0.240, 0.264, 0.222, 0.232, 0.226, 0.041, -0.041], "e_homo_ev": -13.1, "e_lumo_ev": -5.82, "spin_multiplicity": 1, "de_lowest_kcal_mol": 22.0, "mol_weight_g_mol": 137.238, "total_charge": 1}